1.
Here is a molecular structure, C31H46CoNO3 from the Open Molecules 2025 dataset. Energies are from ωB97M-V/def2-TZVPD.

Results
Total charge: +1
HOMO (spin up / spin down) (eV): -10.03 / -10.96
HOMO-LUMO gap (spin up / spin down) (eV): 7.9 / 5.8
Multiplicity: 4

Element x y z (Å)
Co 0.265 -0.097 -0.051
O -1.254 -1.097 -0.151
O 1.545 1.217 -0.191
O 1.512 -1.505 0.152
N -0.897 1.313 0.066
C -3.853 -2.498 -0.569
C 3.002 3.200 -2.258
C 2.958 -2.532 -1.412
C 3.265 3.618 -0.797
C -5.345 3.678 -1.149
C 0.396 7.238 1.519
C -0.506 5.599 3.165
C -6.777 1.984 -0.013
C -3.165 -2.982 -1.859
C -1.940 6.393 1.264
C -4.655 -0.086 -0.696
C -0.012 4.810 0.899
C -6.227 1.757 -2.463
C 3.894 5.011 -0.803
C -4.492 1.330 -0.731
C 1.909 3.611 -0.096
C -5.338 -2.860 -0.638
C -3.247 -3.215 0.648
C 3.217 -2.794 1.133
C -2.359 -0.429 -0.245
C -3.647 -0.989 -0.472
C -5.695 2.191 -1.086
C -0.303 2.532 0.251
C -0.512 6.015 1.678
C 2.485 -2.221 -0.033
C 4.244 2.634 -0.141
C -0.844 3.701 0.745
C 1.310 4.752 0.383
C -2.199 1.012 -0.169
C 1.122 2.422 -0.016
C -3.255 1.876 -0.454
H 3.833 -1.908 -1.619
H -0.010 8.064 2.104
H -3.403 -4.290 0.545
H -7.010 2.441 -2.792
H -3.575 -2.463 -2.727
H -5.804 -2.492 -1.555
H -7.658 2.582 -0.250
H -5.644 -0.474 -0.892
H 3.274 -3.571 -1.498
H -5.427 1.770 -3.205
H -6.246 4.249 -1.375
H 3.260 5.732 -1.323
H 3.822 1.634 -0.093
H -7.085 0.940 0.053
H 3.221 -2.088 1.962
H -5.443 -3.945 -0.634
H 4.232 -3.083 0.870
H -4.956 4.044 -0.196
H 1.402 7.040 1.891
H -2.235 7.308 1.778
H -5.884 -2.464 0.221
H -4.613 3.884 -1.933
H -1.878 3.726 1.058
H 0.505 5.349 3.492
H -2.662 5.622 1.538
H 2.635 2.174 -2.315
H 2.190 -2.301 -2.147
H -2.007 6.566 0.189
H -3.729 -2.885 1.571
H -6.651 0.752 -2.436
H 4.491 2.956 0.873
H 3.925 3.269 -2.836
H -2.091 -2.800 -1.816
H 0.460 7.560 0.477
H 5.167 2.595 -0.722
H -6.406 2.290 0.967
H -1.147 4.734 3.339
H -0.871 6.427 3.776
H 2.259 3.857 -2.716
H 2.683 -3.687 1.472
H 4.088 5.372 0.209
H -3.328 -4.053 -1.991
H -2.179 -3.031 0.731
H 4.847 4.968 -1.332
H 1.887 5.663 0.374
H -3.082 2.940 -0.491

Cartesian forces (eV/Å) of the 3 atoms listed first:
Co -0.101 0.378 -0.371
O -1.126 -1.116 0.012
O 1.162 0.815 -0.070

=====

2.
Here is a molecular structure, C14H10N2NaO4 from the Open Molecules 2025 dataset. Energies are from ωB97M-V/def2-TZVPD.

Results
Total charge: +1
HOMO (eV): -12.29
HOMO-LUMO gap (eV): 8.8

Element x y z (Å)
Na 0.166 -0.298 0.019
O 3.573 2.361 -0.036
O -2.159 0.546 0.046
O 2.200 0.645 -0.013
O -3.484 2.361 0.043
N 0.017 2.064 0.007
N 0.038 -2.509 0.006
C 2.355 1.840 -0.020
C -1.247 4.079 0.007
C 0.658 -5.790 -1.014
C -2.310 1.743 0.037
C 1.151 4.144 -0.022
C -0.688 -7.158 1.006
C -0.068 4.809 -0.012
C 0.004 -5.097 0.002
C -1.143 2.696 0.016
C 0.025 -3.657 0.005
C 1.144 2.759 -0.012
C -0.037 -7.854 -0.004
C -0.671 -5.774 1.015
C 0.634 -7.173 -1.012
H -0.096 5.890 -0.020
H 2.069 4.719 -0.038
H -1.174 -5.218 1.795
H 1.138 -7.720 -1.797
H -1.210 -7.693 1.788
H -2.215 4.560 0.015
H -0.051 -8.936 -0.005
H 1.177 -5.246 -1.792
H 3.565 3.328 -0.039
H -4.188 1.690 0.056

Cartesian forces (eV/Å) of the 3 atoms listed first:
Na -0.270 0.090 0.007
O -0.063 0.127 0.000
O -0.096 0.061 0.002

=====

3.
Here is a molecular structure, C5H7O4Y from the Open Molecules 2025 dataset. Energies are from ωB97M-V/def2-TZVPD.

Results
Relative energy (zero: lowest compared OMol25 entry of this formula, charge and spin) (kJ/mol): 224.8
Total charge: +3
HOMO (spin up / spin down) (eV): -21.86 / -21.74
HOMO-LUMO gap (spin up / spin down) (eV): 8.1 / 7.0
Multiplicity: 2

Element x y z (Å)
Y 0.552 -1.878 -1.467
O 1.358 -0.903 0.364
O -2.068 -0.203 -0.141
O -3.529 -1.789 -0.112
O -1.501 -2.228 -0.951
C -0.381 1.537 -0.643
C -2.314 -1.491 -0.401
C 2.287 -0.073 0.687
C 1.820 1.331 0.815
C -0.904 0.286 -0.619
H 2.492 1.892 1.482
H -3.741 -2.709 -0.336
H 0.256 1.853 -1.472
H -0.786 2.231 0.101
H 2.541 1.378 -0.184
H 0.922 1.234 1.447
H 2.996 -0.468 1.430

Cartesian forces (eV/Å) of the 3 atoms listed first:
Y -0.737 1.331 1.642
O 1.893 -0.777 -2.312
O 0.479 1.385 0.065

=====

4.
Here is 2 unconnected molecules or ions with the total composition C35H35N3O2S from the Open Molecules 2025 dataset. Energies are from ωB97M-V/def2-TZVPD.

Results
Relative energy (zero: lowest compared OMol25 entry of this formula, charge and spin) (kJ/mol): 54.8
HOMO (eV): -4.92
HOMO-LUMO gap (eV): 2.3

Element x y z (Å)
S 2.069 -3.666 2.190
O 2.818 -3.372 0.981
O 2.613 -4.578 3.184
N -1.843 5.213 1.780
N -1.642 -2.656 -4.514
N 5.230 1.975 6.939
C 0.700 -1.492 -5.669
C 0.065 -5.607 2.274
C -0.004 0.719 -2.615
C 0.665 5.996 0.724
C 3.793 0.309 5.538
C 0.466 1.946 -2.091
C -1.035 -3.299 -5.656
C -2.936 4.714 2.586
C -1.076 -4.828 -0.157
C -0.245 2.875 -1.301
C -0.255 -2.327 -6.516
C -1.203 6.377 2.342
C 1.508 -2.204 2.948
C -1.041 -1.626 -3.852
C 4.434 -0.690 4.785
C -1.640 2.781 -0.970
C 1.661 -0.459 4.672
C -1.024 -0.057 -1.985
C 0.594 -4.522 1.572
C 2.389 0.393 5.491
C 0.076 -0.950 -4.424
C -1.615 -5.905 0.555
C -0.105 4.859 0.145
C -0.237 7.036 1.380
C 4.571 1.225 6.327
C -1.044 -6.289 1.769
C -2.183 3.575 0.015
C -1.520 -1.192 -2.587
C 2.301 -1.434 3.835
C 0.035 -4.145 0.347
C -1.404 4.577 0.659
C 3.724 -1.554 3.971
C 0.451 4.018 -0.797
C 0.557 0.198 -3.820
C -2.700 -3.428 -3.898
H 1.564 -2.124 -5.408
H 1.473 4.199 -1.132
H 1.367 0.745 -4.302
H 4.264 -2.340 3.444
H -3.219 3.432 0.320
H -1.455 -7.127 2.331
H 5.517 -0.797 4.854
H 1.262 6.472 -0.059
H -2.302 -4.167 -3.182
H 1.460 2.262 -2.411
H 0.424 -2.140 2.969
H -0.354 -4.092 -5.301
H -1.992 7.081 2.634
H 1.887 1.133 6.116
H 1.363 5.616 1.483
H 0.568 -0.431 4.647
H 0.473 -3.324 -0.218
H -1.840 -3.772 -6.227
H -0.672 6.088 3.263
H -0.802 7.580 0.614
H -2.300 -1.756 -2.083
H -2.482 -6.442 0.167
H -3.807 5.380 2.508
H -0.951 -1.672 -7.053
H -3.410 -2.773 -3.385
H -3.230 -3.969 -4.691
H -1.509 -4.516 -1.108
H -3.220 3.708 2.275
H -1.413 0.240 -1.012
H -2.639 4.683 3.643
H -2.273 2.054 -1.478
H 0.309 -2.905 -7.250
H 0.523 -5.922 3.207
H 1.082 -0.664 -6.272
H 0.366 7.754 1.939

Cartesian forces (eV/Å) of the 3 atoms listed first:
S -0.757 0.770 0.521
O 0.411 -0.321 0.116
O 0.488 -0.065 -0.423

=====

5.
Here is a molecular structure, C49H33Cl5N4RuS2Sb from the Open Molecules 2025 dataset. Energies are from ωB97M-V/def2-TZVPD.

Results
Relative energy (zero: lowest compared OMol25 entry of this formula, charge and spin) (kJ/mol): 98.1
Total charge: +2
HOMO (spin up / spin down) (eV): -12.31 / -12.57
HOMO-LUMO gap (spin up / spin down) (eV): 6.7 / 4.6
Multiplicity: 6

Element x y z (Å)
Sb 1.399 -0.511 -1.268
Ru -0.623 -0.170 0.762
Cl -2.066 -0.691 4.064
Cl -4.467 -5.196 2.387
Cl -3.775 -3.191 4.659
Cl -1.824 -2.089 -1.121
Cl -3.487 -4.637 -0.531
S 3.688 5.653 -0.139
S -7.409 1.500 -1.339
N 0.236 -7.801 0.420
N -2.425 0.992 -0.004
N 0.063 1.988 0.330
N 0.467 -3.629 0.485
C -6.428 -0.622 -0.322
C 5.310 5.231 0.166
C 0.574 -0.263 2.295
C -2.410 -1.797 2.795
C 5.445 3.912 0.477
C -3.525 -3.812 2.053
C -4.726 1.242 -0.670
C 5.445 -0.882 0.304
C 1.763 3.107 -3.709
C 1.427 -1.352 2.582
C -2.161 2.235 -0.481
C 2.061 2.004 -2.920
C -0.059 -5.710 1.574
C -0.836 2.751 -0.321
C 3.150 4.042 0.145
C 0.808 4.460 -0.645
C -3.662 0.533 -0.084
C 1.413 0.907 4.240
C -4.435 2.490 -1.187
C 2.252 -0.176 4.511
C 3.490 -0.618 -1.073
C 5.679 -0.470 -2.057
C 0.313 -6.452 0.441
C 4.064 -0.851 0.176
C 0.766 -5.722 -0.667
C -0.508 4.016 -0.817
C -2.779 4.311 -1.611
C 2.255 -1.299 3.683
C 4.299 -0.444 -2.196
C 1.742 3.670 0.002
C -2.319 -2.448 0.514
C -6.056 0.636 -0.720
C -3.139 3.013 -1.097
C 0.572 0.867 3.152
C -3.093 -3.572 0.746
C -7.805 -0.880 -0.519
C -3.202 -2.916 3.072
C -0.219 1.248 -3.143
C -1.523 4.786 -1.484
C 1.069 1.068 -2.634
C -1.915 -1.562 1.513
C 0.481 3.283 -4.212
C 4.205 3.228 0.465
C 0.042 -4.340 1.538
C 1.295 2.434 0.491
C 6.250 -0.687 -0.810
C -0.512 2.353 -3.928
C 0.817 -4.349 -0.590
C -8.455 0.185 -1.064
H -9.500 0.267 -1.318
H -3.839 -0.449 0.325
H 1.070 -6.225 -1.575
H -5.752 -1.355 0.097
H 6.081 5.982 0.106
H -1.004 0.526 -2.937
H -0.094 1.700 2.963
H 1.980 1.776 1.013
H 0.518 -8.324 -0.388
H 1.092 5.424 -1.052
H 1.422 -2.214 1.925
H 3.864 -0.288 -3.176
H 2.540 3.827 -3.935
H -1.508 2.479 -4.331
H 3.443 -1.007 1.050
H -1.260 5.761 -1.872
H -0.245 -3.768 2.418
H 2.901 -0.146 5.377
H 0.258 4.138 -4.836
H 4.117 2.167 0.659
H 6.393 3.446 0.702
H -3.544 4.899 -2.100
H -5.206 3.082 -1.666
H 7.327 -0.714 -0.709
H -0.415 -6.206 2.468
H 6.307 -0.331 -2.926
H 1.413 1.770 4.892
H 5.892 -1.064 1.273
H 3.065 1.887 -2.529
H 1.151 -3.787 -1.457
H -8.290 -1.811 -0.268
H -0.079 -8.315 1.222
H 2.907 -2.133 3.907

Cartesian forces (eV/Å) of the 3 atoms listed first:
Sb 0.022 0.003 -0.045
Ru -0.192 0.323 -0.185
Cl -0.013 0.038 0.008

=====

6.
Here is C4H8O2 in the gas phase from the Open Molecules 2025 dataset. Energies are from ωB97M-V/def2-TZVPD.

Results
Relative energy (zero: lowest compared OMol25 entry of this formula, charge and spin) (kJ/mol): 142.5
HOMO (eV): -9.87
HOMO-LUMO gap (eV): 11.0

Element x y z (Å)
O -0.181 0.509 -0.963
O 0.439 -0.560 0.967
C -0.543 -0.565 -0.048
C 1.602 -0.120 0.259
C 1.079 1.020 -0.555
C -1.983 -0.350 0.420
H 2.466 0.169 0.864
H -2.563 -0.157 -0.487
H 0.975 1.977 -0.022
H -2.060 0.523 1.072
H 1.897 -0.891 -0.469
H -2.472 -1.195 0.927
H 1.826 1.151 -1.347
H -0.477 -1.511 -0.615

Cartesian forces (eV/Å) of the 3 atoms listed first:
O -0.172 -0.023 0.068
O 0.091 0.169 -0.089
C -0.233 0.080 -0.256

=====

7.
Here is a molecular structure, C17H25NO2 from the Open Molecules 2025 dataset. Energies are from ωB97M-V/def2-TZVPD.

Results
Relative energy (zero: lowest compared OMol25 entry of this formula, charge and spin) (kJ/mol): 1734.6
HOMO (eV): -8.11
HOMO-LUMO gap (eV): 8.7

Element x y z (Å)
O -2.907 2.524 4.368
O 1.651 0.466 -3.091
N 1.919 -1.183 -1.427
C 1.165 -2.300 -2.131
C -1.166 -3.261 -2.215
C -1.128 3.557 2.692
C -0.207 3.293 1.698
C -0.654 -4.668 -2.372
C -1.239 1.130 1.145
C 0.525 1.962 -0.382
C -0.175 -2.106 -1.587
C 2.953 1.190 -1.035
C -3.620 1.446 4.712
C -2.049 1.155 2.245
C 1.775 -3.548 -2.093
C 1.875 1.456 0.058
C 2.216 0.117 -2.002
C -2.007 2.369 3.157
C -0.088 2.128 0.928
C 1.093 -4.647 -2.795
H -2.206 -3.451 -1.798
H 1.138 -1.867 -3.027
H 0.969 -4.142 -3.995
H -2.623 0.390 2.564
H -1.210 -2.970 -3.244
H 3.043 1.945 -1.587
H -0.330 -4.938 -1.330
H 0.112 1.389 -0.986
H 0.478 3.893 1.574
H 2.602 2.120 0.971
H 2.091 -1.274 -0.640
H -1.273 0.046 0.642
H 2.665 -3.464 -2.521
H -4.036 1.855 5.460
H 0.865 3.223 -0.790
H -3.169 0.439 4.751
H -0.061 -2.584 -0.481
H -0.995 -5.406 -2.743
H 1.578 -5.442 -2.885
H -0.956 -1.350 -1.545
H -4.443 1.353 3.934
H 3.769 0.423 -0.702
H 1.847 0.422 0.748
H 1.850 -3.674 -1.215
H -1.073 4.192 3.399

Cartesian forces (eV/Å) of the 3 atoms listed first:
O 6.073 2.016 -4.746
O 2.391 -1.247 3.224
N -1.748 3.659 -17.836

=====

8.
Here is C4H8O in the gas phase from the Open Molecules 2025 dataset. Energies are from ωB97M-V/def2-TZVPD.

Results
Relative energy (zero: lowest compared OMol25 entry of this formula, charge and spin) (kJ/mol): 621.0
HOMO (eV): -8.23
HOMO-LUMO gap (eV): 6.5

Element x y z (Å)
O -0.988 1.380 0.531
C 1.952 -0.766 0.195
C -0.421 0.187 0.246
C -1.434 -0.678 -0.519
C 0.887 0.205 -0.369
H -2.309 -0.710 0.101
H -1.000 -1.648 -0.881
H -1.624 -0.266 -1.529
H 1.312 1.132 -0.793
H 1.036 -1.274 -0.414
H -0.399 -0.429 1.180
H 2.798 -0.809 -0.535
H 2.185 -0.722 1.304

Cartesian forces (eV/Å) of the 3 atoms listed first:
O 1.587 -0.800 -0.354
C -1.848 1.634 -2.553
C -2.378 1.475 0.488

=====

9.
Here is a molecular structure, C25H54F2O19P3Tl from the Open Molecules 2025 dataset. Energies are from ωB97M-V/def2-TZVPD.

Results
Total charge: +3
HOMO (spin up / spin down) (eV): -16.12 / -16.12
HOMO-LUMO gap (spin up / spin down) (eV): 2.1 / 3.2
Multiplicity: 2

Element x y z (Å)
Tl -32.149 11.991 13.592
P -32.637 10.744 17.788
P -29.783 19.534 17.348
P -35.108 13.932 11.120
F -29.008 16.226 11.039
F -35.945 18.330 13.305
O -32.484 20.623 12.651
O -26.162 18.351 12.515
O -29.803 19.492 15.748
O -28.792 20.531 17.867
O -31.582 11.817 18.395
O -31.908 9.234 18.096
O -31.287 19.879 17.911
O -35.024 12.944 9.793
O -34.312 20.621 14.021
O -27.749 16.874 12.778
O -32.950 11.029 16.338
O -33.925 10.823 18.789
O -36.650 14.131 11.447
O -34.533 15.232 10.455
O -33.657 18.645 13.187
O -28.487 18.720 11.988
O -31.268 14.754 14.297
O -34.268 13.458 12.281
O -29.440 17.972 17.686
C -34.800 18.442 14.037
C -34.253 16.383 11.210
C -32.394 19.064 17.498
C -33.749 17.372 10.264
C -28.320 17.332 17.275
C -32.067 6.927 17.815
C -31.603 15.847 15.113
C -32.727 17.803 18.383
C -29.110 20.467 14.874
C -27.348 18.051 12.421
C -38.614 14.716 12.669
C -35.669 13.261 8.556
C -27.565 16.820 18.501
C -27.579 20.482 15.138
C -35.113 9.192 20.035
C -34.945 19.670 14.822
C -30.871 14.098 18.747
C -29.645 17.965 12.291
C -34.623 13.855 7.595
C -29.056 16.613 12.371
C -33.420 19.996 13.263
C -37.097 14.660 12.712
C -32.083 13.192 18.595
C -33.927 10.176 20.029
C -31.837 8.290 17.141
H -31.253 15.046 19.125
H -36.012 9.757 19.786
H -32.445 8.514 16.264
H -29.474 21.469 15.099
H -36.641 15.634 12.888
H -31.823 15.621 16.157
H -33.006 9.610 20.170
H -34.409 19.569 15.765
H -33.771 13.181 7.509
H -38.995 15.286 11.822
H -32.608 18.125 19.418
H -39.088 15.128 13.560
H -29.991 18.237 13.288
H -28.214 16.579 19.344
H -26.903 15.992 18.247
H -34.613 17.807 9.761
H -28.676 16.470 16.711
H -38.977 13.703 12.495
H -33.012 17.002 9.552
H -30.486 18.236 11.652
H -36.028 12.287 8.226
H -34.266 14.851 7.854
H -31.278 6.623 18.503
H -35.166 16.721 11.700
H -32.250 6.038 17.212
H -35.041 8.617 19.112
H -31.984 17.018 18.241
H -34.662 17.557 14.658
H -33.182 19.809 17.607
H -27.147 19.560 14.751
H -33.502 16.289 11.995
H -32.690 13.205 19.500
H -32.922 7.171 18.447
H -27.594 17.845 16.644
H -30.296 13.738 19.601
H -29.598 15.884 12.974
H -32.468 18.820 16.438
H -27.070 20.567 16.098
H -36.792 14.037 13.553
H -33.746 17.419 18.316
H -26.964 17.612 18.946
H -35.151 13.925 6.644
H -33.954 10.846 20.888
H -30.793 16.576 15.137
H -32.463 16.423 14.774
H -32.764 13.446 17.782
H -30.271 14.304 17.861
H -29.337 20.315 13.819
H -35.985 19.900 15.055
H -35.235 8.595 20.938
H -27.063 21.246 14.557
H -36.507 13.898 8.840
H -30.877 8.286 16.625
H -33.072 18.118 10.679

Cartesian forces (eV/Å) of the 3 atoms listed first:
Tl -0.658 0.450 -0.494
P -1.406 4.156 -0.314
P -3.752 -3.752 -2.124

=====

no.,strongest force on any atom (eV/A)
1,1.59
2,0.44
3,6.21
4,1.93
5,0.42
6,0.89
7,18.29
8,4.40
9,6.88